Record 1
Density functional theory data (wB97M-V/def2-TZVPD) for a cluster of 2 separate species, C6H9N3 in total in a non-equilibrium geometry.

XYZ file:
```
18
Properties=species:S:1:pos:R:3
H -0.61 1.76 -1.29
H 0.65 -2.38 -1.36
H -3.81 -0.06 0.04
C 0.40 0.39 -0.25
C -1.89 -0.95 -0.40
H -2.29 0.78 0.63
C 1.30 0.19 1.88
C 0.25 1.13 -1.33
H 1.04 1.10 -2.12
N 0.45 -0.20 0.83
H 1.12 -0.36 2.77
N -1.01 -1.79 -0.60
N -0.29 -2.04 -1.74
H -0.20 -1.43 -2.46
C -2.69 -0.07 0.07
C 2.30 1.05 1.74
H 2.48 1.51 0.86
H 2.79 1.35 2.70
```

Results
* ΔE to the lowest compared entry with this formula, charge and spin: 506.8 kJ/mol
* net charge: 0
* M: 123.16 u
* HOMO-LUMO gap: 9.35 eV
* HOMO energy: -8.69 eV
* LUMO energy: 0.65 eV

Record 2
Density functional theory data (wB97M-V/def2-TZVPD) for an isolated molecule of C7H7N in a non-equilibrium geometry.

XYZ file:
```
15
Properties=species:S:1:pos:R:3
H 2.04 1.32 -1.21
H 2.41 1.16 0.86
H -2.50 -1.46 0.21
C 1.93 -0.85 0.15
C 0.38 0.79 0.04
H 2.12 -1.01 1.17
N -0.64 -1.46 -0.20
H 2.67 -1.47 -0.52
C 1.94 0.80 -0.11
H -0.87 2.49 0.28
H -2.88 0.78 0.02
C -1.77 -0.79 0.11
C -0.81 1.52 -0.01
C 0.43 -0.60 -0.07
C -1.85 0.53 0.00
```

Results
* ΔE to the lowest compared entry with this formula, charge and spin: 273.6 kJ/mol
* net charge: 0
* M: 105.14 u
* HOMO-LUMO gap: 9.55 eV
* HOMO energy: -9.06 eV
* LUMO energy: 0.48 eV

Record 3
Density functional theory data (wB97M-V/def2-TZVPD) for a cluster of 9 separate species, C5H29NO11 in total in a non-equilibrium geometry.

XYZ file:
```
46
Properties=species:S:1:pos:R:3
H 2.22 3.57 1.17
C 1.28 -0.85 2.17
H -1.14 0.04 3.25
H 1.30 -1.34 1.19
O 3.22 -0.95 -0.63
O 1.79 1.31 -0.03
C -0.41 0.67 1.37
H -2.94 -0.52 0.59
C 1.89 1.42 1.38
H -3.13 -1.16 -1.67
O -2.26 -0.97 1.85
H -1.59 -1.53 1.40
H 0.62 3.28 1.72
O -0.81 0.46 -1.89
H -1.82 -2.29 -0.99
H -1.27 0.14 -1.09
H -0.17 -0.92 -2.97
O -3.16 -0.05 -0.28
C -1.57 0.24 2.27
O 1.09 -2.43 -1.70
H 0.56 -1.36 2.82
O -2.85 -1.92 -2.25
O -1.29 3.21 -1.62
O 0.51 -1.27 -3.58
H 2.31 0.55 -0.35
H -0.56 2.90 -1.08
H -2.03 3.36 -1.04
O 3.17 1.15 1.85
H -2.37 0.98 2.34
N 0.87 0.56 2.02
H -3.60 0.79 -0.21
H 3.74 -1.63 -0.19
H -0.49 1.70 1.01
H 3.35 0.25 1.54
H -0.49 0.05 0.46
H 2.11 3.08 2.72
H -2.60 -1.49 -3.07
H 1.19 -0.61 -3.75
O -0.99 -2.41 -0.46
H 2.25 -0.91 2.64
H 0.48 -1.72 -1.94
H -1.24 1.27 -2.22
H 1.28 -2.90 -2.53
C 1.62 2.86 1.77
H 2.56 -1.37 -1.22
H -0.62 -3.24 -0.76
```

Results
* ΔE to the lowest compared entry with this formula, charge and spin: 364.1 kJ/mol
* net charge: 0
* M: 279.28 u
* HOMO-LUMO gap: 8.84 eV
* HOMO energy: -8.74 eV
* LUMO energy: 0.09 eV

Record 4
Density functional theory data (wB97M-V/def2-TZVPD) for a structure of composition C4H9N3S in a non-equilibrium geometry.

XYZ file:
```
17
Properties=species:S:1:pos:R:3
H 0.83 0.61 0.84
H 0.50 2.47 -1.15
C -1.36 2.16 -2.21
N -0.37 -1.06 -0.70
C 0.46 -0.62 0.42
H -2.13 1.28 -0.39
S 1.82 -1.26 2.21
H -2.26 2.76 -2.40
H -0.63 2.24 -3.06
H -0.83 3.21 -0.13
C -1.44 1.20 -1.09
C -0.49 2.40 -0.87
H -1.10 -0.30 -2.70
N -1.18 -0.11 -1.44
H 0.81 -0.60 3.57
N 0.64 -1.75 1.16
H -0.89 -1.93 -0.59
```

Results
* ΔE to the lowest compared entry with this formula, charge and spin: 815.9 kJ/mol
* net charge: 0
* M: 131.20 u
* HOMO-LUMO gap: 8.25 eV
* HOMO energy: -8.13 eV
* LUMO energy: 0.12 eV

Record 5
Density functional theory data (wB97M-V/def2-TZVPD) for an isolated molecule of CH2O3S2 in a non-equilibrium geometry.

XYZ file:
```
8
Properties=species:S:1:pos:R:3
S -2.14 1.19 0.50
O 0.21 0.78 -0.60
O 1.17 -0.55 1.50
C -0.98 0.15 -0.27
S 1.62 0.14 0.31
O 2.27 -0.62 -0.70
H -1.25 -0.50 -1.24
H -0.90 -0.60 0.48
```

Results
* ΔE to the lowest compared entry with this formula, charge and spin: 314.6 kJ/mol
* net charge: 0
* M: 126.16 u
* HOMO-LUMO gap (spin up / spin down): 6.46 / 7.38 eV
* HOMO energy (spin up / spin down): -10.12 / -9.71 eV
* LUMO energy (spin up / spin down): -3.65 / -2.33 eV

Record 6
Density functional theory data (wB97M-V/def2-TZVPD) for the ion C20H22NO4 with charge +1 in a non-equilibrium geometry.

XYZ file:
```
47
Properties=species:S:1:pos:R:3
C 1.45 0.08 2.96
H -0.14 -3.40 -1.90
H 0.24 -2.32 2.62
H 2.28 -0.07 5.04
H -1.15 -0.09 5.03
C -0.80 0.54 -0.02
H 1.39 -4.31 -1.74
H 1.48 1.15 3.09
C 0.79 -1.14 -0.55
C -2.79 1.06 -1.49
C -4.86 1.37 -2.78
O 1.35 -2.11 -1.45
C -0.22 0.70 1.23
C 0.82 -3.41 -1.30
H 2.51 -0.13 2.94
C -4.08 1.68 -1.65
C -2.37 -0.74 -5.75
C -0.99 -0.51 -2.23
H -5.91 1.62 -2.97
C 0.82 -0.10 1.60
H 0.34 0.84 5.51
H -4.54 2.39 -0.95
H -0.64 1.36 2.01
O -0.42 -0.99 -3.24
H 1.26 -1.08 6.06
H -0.32 -2.44 4.23
C -2.30 0.17 -2.49
H 2.17 -1.86 4.72
H 0.68 -3.65 -0.27
C 1.59 -0.98 5.05
N 0.63 -0.61 4.00
H -1.87 0.27 -5.64
C -4.38 0.42 -3.69
O -2.46 2.23 0.62
C -3.18 -0.19 -3.55
H 2.41 -1.47 0.89
O -2.92 -1.22 -4.44
H -1.26 -1.24 3.01
H -0.66 1.16 4.13
H -5.13 0.19 -4.39
C -2.06 1.42 -0.26
C -0.33 -0.38 -0.89
H -1.55 -1.57 -5.95
C -0.24 -1.64 3.42
H -3.04 -0.90 -6.59
C 1.44 -0.96 0.73
C -0.23 0.39 4.69
```

Results
* ΔE to the lowest compared entry with this formula, charge and spin: 251.6 kJ/mol
* net charge: +1
* M: 340.40 u
* HOMO-LUMO gap: 7.83 eV
* HOMO energy: -11.57 eV
* LUMO energy: -3.74 eV